{"formula": "C2HBr2FO", "method": "ωB97M-V/def2-TZVPD", "symbols": ["C", "C", "O", "F", "Br", "Br", "H"], "coordinates": [[1.315, -0.521, -0.008], [-0.756, 0.357, -0.018], [1.649, -0.490, -1.126], [-0.874, 0.459, -1.348], [-1.679, -0.960, 0.938], [-1.153, 2.125, 0.659], [1.499, -0.970, 0.903]], "lumo_ha": [-0.00135, -0.00133], "energy_ev": -146936.7718, "orbital_gap_ev": [8.69, 8.69], "fmax_ev_per_a": 6.5, "multiplicity": 1, "de_lowest_kcal_mol": 63.1, "e_homo_ev": [-8.73, -8.73]}